This record from the Open Molecules 2025 dataset describes 2 unconnected molecules or ions with the total composition C9H19BrNO at a distorted geometry. The level of theory is ωB97M-V/def2-TZVPD.

Computed properties:
E_LUMO	0.0968	Eh
DFT total energy	-3058.3330	a.u.
relative energy (zero: lowest compared OMol25 entry of this formula, charge and spin)	1.648	eV
E_HOMO	-3.474	eV

Geometry as ORCA input:
```
! wB97M-V def2-TZVPD RIJCOSX def2/J DEFGRID3
* xyz -1 1
Br -1.2051 6.6221 1.0372
C -1.1261 -0.3910 2.5213
C -0.1533 -0.2847 1.3304
C 0.5966 -1.6886 1.1252
C 1.3845 -1.8163 -0.1408
C 0.5642 -1.4307 -1.3931
C -0.2002 0.0161 -1.3077
N -0.9182 -0.0030 0.0380
O -1.9253 0.9120 0.0998
C 0.7841 1.1719 -1.6505
C -1.1476 -0.0784 -2.4702
C 0.8373 0.8295 1.6887
H -1.6340 0.5624 2.6670
H -0.6757 -0.7781 3.4352
H -1.9566 -1.0304 2.2219
H 1.0839 -1.9962 2.0504
H -0.1919 -2.4393 1.0729
H 1.8264 -2.8125 -0.1192
H 2.2910 -1.2141 -0.0800
H -0.0479 -2.2947 -1.6519
H 1.2097 -1.3830 -2.2702
H 1.7600 1.0382 -1.1837
H 1.0307 1.1626 -2.7122
H 0.4089 2.1763 -1.4542
H -0.6414 -0.0499 -3.4351
H -1.9487 -0.8176 -2.4695
H -1.7382 0.8373 -2.4411
H 1.5027 1.1075 0.8714
H 1.4669 0.5740 2.5410
H 0.2610 1.7312 1.8955
H -1.4977 1.7674 0.1833
*
```

---

This record from the Open Molecules 2025 dataset describes a gas-phase ion, C4H5ClN3O2 (charge +1) at a distorted geometry. The level of theory is ωB97M-V/def2-TZVPD.

Computed properties:
E_LUMO (spin up / spin down)	-0.2228 / -0.2228	Eh
DFT total energy	-929.9225	a.u.
relative energy (zero: lowest compared OMol25 entry of this formula, charge and spin)	4.147	eV
E_HOMO (spin up / spin down)	-14.287 / -14.286	eV

Geometry as ORCA input:
```
! wB97M-V def2-TZVPD RIJCOSX def2/J DEFGRID3
* xyz 1 1
C -0.7390 1.0083 -0.2758
C -0.5064 -0.4298 -0.6156
N -1.2809 -0.8926 -1.5292
O -2.3947 -0.7352 -1.9176
O -0.7250 -2.2564 -2.1244
C -0.6875 -3.1079 -1.1771
Cl -2.0777 -4.0581 -0.7872
N 0.3770 -3.3085 -0.4350
C 1.0367 -2.2720 0.0327
N 0.6061 -1.0163 -0.1355
H -0.0260 1.5890 -0.8369
H -0.8498 1.2493 0.7614
H -1.6296 1.1454 -0.8520
H 1.9094 -2.5325 0.6524
H 0.9961 -0.2178 0.4287
*
```

---

This record from the Open Molecules 2025 dataset describes a single C4H10O2Si molecule at a distorted geometry. The level of theory is ωB97M-V/def2-TZVPD.

Computed properties:
E_LUMO (spin up / spin down)	-0.0034 / 0.0169	Eh
DFT total energy	-598.3780	a.u.
relative energy (zero: lowest compared OMol25 entry of this formula, charge and spin)	2.117	eV
E_HOMO (spin up / spin down)	-8.164 / -8.650	eV

Geometry as ORCA input:
```
! wB97M-V def2-TZVPD RIJCOSX def2/J DEFGRID3
* xyz 0 1
C 0.9802 0.3463 -1.6730
C 0.7499 1.3864 -0.6555
C -0.7882 -1.5135 -0.6894
C 0.6893 0.8191 0.7611
O -0.0236 -1.4688 2.1396
O -2.0600 -0.0169 1.4302
Si -0.6094 -0.5851 0.9043
H 0.5636 0.4415 -2.6591
H 1.8211 -0.3099 -1.5493
H 1.5843 2.1037 -0.6922
H -0.1644 1.9418 -0.8748
H -1.5272 -1.2663 -1.4301
H -0.1451 -2.3333 -0.9530
H 1.6619 0.4105 1.0338
H 0.4815 1.6225 1.4683
H -0.6059 -2.0674 2.5991
H -2.6081 0.4896 0.8400
*
```

---

This record from the Open Molecules 2025 dataset describes 3 unconnected molecules or ions with the total composition C3H7NO2 at a distorted geometry. The level of theory is ωB97M-V/def2-TZVPD.

Computed properties:
E_LUMO	0.1932	Eh
DFT total energy	-323.4943	a.u.
relative energy (zero: lowest compared OMol25 entry of this formula, charge and spin)	0.913	eV
E_HOMO	1.666	eV

Geometry as ORCA input:
```
! wB97M-V def2-TZVPD RIJCOSX def2/J DEFGRID3
* xyz -2 1
C 0.7089 -1.5826 0.7043
C 0.1796 -0.4872 -0.2628
C 1.0389 0.0922 -1.0830
N 1.7306 2.4994 -0.4061
O 2.4215 2.6988 0.7070
O 1.0204 3.4977 -0.8154
H 1.6769 -1.7631 0.2910
H 0.7641 -1.3577 1.7627
H 0.1308 -2.3824 0.4738
H -0.7198 -0.0197 -0.1286
H -11.7129 -1.7827 1.4959
H 1.9842 -0.3241 -1.1058
H 0.7767 0.9113 -1.6330
*
```

---

This record from the Open Molecules 2025 dataset describes 2 unconnected molecules or ions with the total composition C2H7NOS2 at a distorted geometry. The level of theory is ωB97M-V/def2-TZVPD.

Computed properties:
E_LUMO (spin up / spin down)	0.0237 / -0.0692	Eh
DFT total energy	-1006.6266	a.u.
relative energy (zero: lowest compared OMol25 entry of this formula, charge and spin)	0.000	eV
E_HOMO (spin up / spin down)	-6.700 / -9.137	eV
⟨S²⟩	2.0054

Geometry as ORCA input:
```
! wB97M-V def2-TZVPD RIJCOSX def2/J DEFGRID3
* xyz 0 3
C 3.1198 1.7661 1.8382
C -0.9503 -0.4021 -1.7583
N -1.1309 -1.0005 0.7924
O 0.3224 0.9630 0.1202
S 4.6588 1.5853 2.2659
S 0.1221 -0.4282 -0.2621
H 2.6181 1.0798 1.1703
H -0.9885 -0.6150 1.7175
H 2.5280 2.5952 2.2018
H -0.4011 0.0900 -2.5545
H -1.1808 -1.4238 -2.0362
H -1.8534 0.1479 -1.5238
H -1.1319 -2.0118 0.8452
*
```

---

This record from the Open Molecules 2025 dataset describes a molecular structure, C23H32IIrNO2S2Si2 at a distorted geometry. The level of theory is ωB97M-V/def2-TZVPD.

Computed properties:
E_LUMO (spin up / spin down)	-0.0583 / -0.0803	Eh
DFT total energy	-2878.2561	a.u.
relative energy (zero: lowest compared OMol25 entry of this formula, charge and spin)	3.203	eV
E_HOMO (spin up / spin down)	-7.867 / -7.881	eV
⟨S²⟩	0.8722

Geometry as ORCA input:
```
! wB97M-V def2-TZVPD RIJCOSX def2/J DEFGRID3
* xyz 0 2
Ir 0.4870 -1.1849 0.2321
C 0.3352 1.2369 -2.3756
Si -1.4080 0.7774 -1.7223
C -2.4769 2.3633 -1.8131
C -2.1060 -0.4857 -2.9776
C -1.5717 -0.0400 0.0038
C -2.3064 -1.3086 -0.1057
C -3.6930 -1.4609 -0.1112
C -4.2302 -2.7309 -0.1555
C -3.3773 -3.8298 -0.2089
C -2.0142 -3.5999 -0.2410
N -1.5047 -2.3785 -0.1874
Si -1.8521 0.7183 1.7479
C -3.4864 1.7197 1.7811
C -0.5786 1.8697 2.5787
C -1.9549 -0.8520 2.8394
H 0.4557 0.8624 -3.3887
H 1.1440 0.8167 -1.7830
H 0.4866 2.3094 -2.4164
H -2.6129 2.6564 -2.8507
H -2.0031 3.1928 -1.2989
H -3.4609 2.2213 -1.3791
H -2.0519 -0.0957 -3.9883
H -3.1421 -0.7370 -2.7748
H -1.5352 -1.4089 -2.9543
H -4.3236 -0.5885 -0.0669
H -5.3029 -2.8679 -0.1392
H -3.7631 -4.8370 -0.2201
H -1.2988 -4.4100 -0.2941
H -3.3794 2.6408 1.2182
H -3.7382 1.9864 2.8033
H -4.3289 1.1775 1.3676
H -0.6465 2.8961 2.2372
H 0.4362 1.5240 2.4329
H -0.7570 1.8766 3.6491
H -2.8354 -1.4472 2.6190
H -1.9650 -0.6209 3.8985
H -1.0843 -1.4816 2.6486
C 4.3608 -3.1334 -1.4067
C 3.0563 -2.8908 -0.7124
S 1.9603 -1.9095 -1.5998
C 2.7824 -3.4728 0.5019
C 3.7721 -4.4053 1.1328
S 1.3229 -3.2521 1.3780
H 4.4212 -2.5120 -2.2972
H 4.4496 -4.1792 -1.7072
H 5.1947 -2.8868 -0.7479
H 4.6561 -3.8578 1.4565
H 4.0859 -5.1631 0.4192
H 3.3359 -4.8966 1.9988
I 1.8035 7.1494 -0.3061
C 2.1744 5.0798 -0.0370
C 3.4664 4.6135 0.1278
C 3.6684 3.2552 0.3125
C 2.5896 2.3819 0.3436
C 1.3016 2.8718 0.1815
C 1.0913 4.2216 -0.0108
C 2.7969 0.8884 0.5243
O 3.8201 0.3686 0.1064
O 1.8217 0.2999 1.1000
H 4.3019 5.2988 0.1214
H 4.6616 2.8560 0.4421
H 0.4629 2.1973 0.1986
H 0.0859 4.5957 -0.1264
*
```

---

This record from the Open Molecules 2025 dataset describes a single C5H8N2 molecule. The level of theory is ωB97M-V/def2-TZVPD.

Computed properties:
E_LUMO	0.0368	Eh
DFT total energy	-304.8147	a.u.
relative energy (zero: lowest compared OMol25 entry of this formula, charge and spin)	0.566	eV
E_HOMO	-8.852	eV

Geometry as ORCA input:
```
! wB97M-V def2-TZVPD RIJCOSX def2/J DEFGRID3
* xyz 0 1
C -1.0988 2.1928 0.4039
C -0.4957 0.9074 -0.0688
C -0.7171 0.2348 -1.2892
N -0.0680 -0.9202 -1.3498
N 0.5871 -1.0038 -0.1856
C 1.2978 -2.2153 0.1519
C 0.3594 0.0676 0.6116
H -1.3889 2.8273 -0.4391
H -0.4004 2.7578 1.0262
H -1.9975 2.0128 1.0028
H -1.3206 0.5591 -2.1291
H 2.2933 -1.9842 0.5375
H 1.3805 -2.8014 -0.7603
H 0.7469 -2.7901 0.9007
H 0.8220 0.1554 1.5872
*
```

---

This record from the Open Molecules 2025 dataset describes 3 unconnected molecules or ions with the total composition C4H10O3 at a distorted geometry. The level of theory is ωB97M-V/def2-TZVPD.

Computed properties:
E_LUMO	0.0028	Eh
DFT total energy	-384.0102	a.u.
relative energy (zero: lowest compared OMol25 entry of this formula, charge and spin)	3.793	eV
E_HOMO	-7.938	eV

Geometry as ORCA input:
```
! wB97M-V def2-TZVPD RIJCOSX def2/J DEFGRID3
* xyz 0 1
C -0.4344 2.5273 2.0500
C -1.1087 2.1587 0.9303
C -0.9552 0.8354 0.3497
C -0.2330 -0.1885 0.8717
O 0.8021 -0.8584 0.3203
H -1.0050 3.3070 2.5419
H 0.4482 2.0167 2.4474
H -2.0400 2.6791 0.7102
H -1.5567 0.7034 -0.5601
H -0.2769 -0.4817 1.9413
H 1.3606 -0.2863 -0.2397
O 2.2639 -0.6122 -2.0991
H 1.7678 -0.2248 -2.8309
H 1.7999 -1.4528 -1.9777
O -0.9274 -2.7308 -1.2545
H -0.4955 -2.5024 -2.0796
H -0.4676 -2.2698 -0.5381
*
```

---

The highest relative energy (zero: lowest compared OMol25 entry of this formula, charge and spin) belongs to which entry?
C4H5ClN3O2

---

Among the records above, which one has the lowest DFT total energy?
C9H19BrNO

---

Which value of relative energy (zero: lowest compared OMol25 entry of this formula, charge and spin) does entry 8 give?
3.793 eV